Here is a structure of composition C20H20O2RhS from the Open Molecules 2025 dataset. Energies are from ωB97M-V/def2-TZVPD.

Properties
Kohn-Sham gap (spin up / spin down) ... 6.81 / 6.81 eV
Calculated total energy ... -38995.4472 eV
LUMO level (spin up / spin down) ... -4.30 / -4.30 eV
Net charge ... +1

The geometry in XYZ format:
```
44
Properties=species:S:1:pos:R:3:forces:R:3
Rh 0.2170 -0.0567 -0.4123 0.0 0.6 1.4
C -2.4888 -2.4191 1.7748 0.0 0.0 0.2
C -1.1774 -2.0588 1.1546 0.4 0.2 0.2
O -0.9497 -0.8238 1.0216 -0.7 -0.2 -0.9
C -0.2050 -3.0520 0.7970 -0.1 0.0 0.0
C -0.3910 -4.3843 1.2529 0.0 0.1 0.0
C 0.5713 -5.3361 1.0894 0.1 0.0 -0.1
C 1.7723 -4.9875 0.4456 0.0 -0.1 0.1
C 1.9812 -3.7233 -0.0357 -0.1 -0.1 0.0
C 0.9895 -2.7364 0.1008 0.0 0.1 -0.2
O 1.2821 -1.5893 -0.4965 0.4 -0.5 0.2
H -3.1343 -1.5458 1.7772 0.0 0.0 0.0
H -2.3454 -2.7477 2.8066 0.0 0.0 0.0
H -2.9577 -3.2375 1.2293 0.0 0.0 0.0
H -1.3081 -4.6353 1.7677 0.0 0.0 0.0
H 0.4202 -6.3413 1.4554 0.0 0.0 0.0
H 2.5496 -5.7313 0.3252 0.0 0.0 0.0
H 2.8946 -3.4595 -0.5508 0.0 0.0 0.0
C -0.1158 1.6594 -5.4787 0.0 0.1 0.0
C 0.3278 2.1836 -4.2443 0.0 0.0 -0.1
C 0.0635 1.5224 -3.0805 0.0 -0.1 0.0
C -0.6447 0.2907 -3.0856 -0.2 0.0 0.0
C -0.9382 -0.4672 -1.9150 0.1 -0.1 -0.1
C -1.7455 -1.5649 -1.9422 -0.1 0.1 -0.3
C -2.2852 -2.0013 -3.1768 0.0 0.0 0.2
C -1.9600 -1.3580 -4.3312 0.0 0.0 -0.1
C -1.1426 -0.2009 -4.3181 0.0 0.1 -0.1
C -0.8437 0.5079 -5.5091 0.0 -0.1 0.0
H 0.0967 2.1941 -6.3947 0.0 0.0 0.0
H 0.8548 3.1293 -4.2258 0.0 0.0 0.0
H 0.3548 1.9700 -2.1383 0.0 0.0 0.0
H -1.9702 -2.1292 -1.0514 0.0 -0.1 0.0
H -2.9288 -2.8709 -3.1949 0.0 0.0 0.0
H -2.3392 -1.7148 -5.2809 0.0 0.0 0.0
H -1.2220 0.1237 -6.4485 0.0 0.0 0.0
C 2.4084 2.9497 -0.6971 0.1 0.0 0.1
S 2.4124 1.2006 -0.2640 0.1 -0.1 -0.5
C 3.4155 0.5211 -1.6090 0.0 0.1 0.1
H 2.0059 3.1010 -1.6960 0.0 0.0 0.0
H 3.4291 3.3239 -0.6505 0.0 0.0 0.0
H 1.8032 3.4780 0.0367 0.0 0.0 0.0
H 4.4664 0.7352 -1.4270 0.0 0.0 0.0
H 3.0923 0.9580 -2.5522 0.0 0.0 0.0
H 3.2514 -0.5528 -1.6222 0.0 0.0 0.0
```
Forces are in eV/Å.

***

Here is a structure of composition C20H21BBr3NO7RuS from the Open Molecules 2025 dataset. Energies are from ωB97M-V/def2-TZVPD.

Properties
Kohn-Sham gap ... 8.14 eV
Calculated total energy ... -261127.6465 eV
LUMO level ... 0.08 eV
Net charge ... 0

The geometry in XYZ format:
```
55
Properties=species:S:1:pos:R:3:forces:R:3
Ru -0.9745 -0.7378 0.8581 0.0 -0.2 0.3
Br -2.0982 1.1855 2.1298 0.1 0.0 -0.1
C -3.6040 1.1769 0.9027 -0.1 0.1 0.0
Br -3.1136 0.1961 -0.6838 0.0 0.0 0.0
H -3.8382 2.1988 0.6352 0.0 0.0 0.0
H -4.3917 0.6169 1.3938 0.0 0.0 0.0
O -4.4742 -1.2961 2.1289 0.0 -0.1 0.0
S -3.4352 -2.3241 2.3606 -0.1 0.0 0.0
N -2.0481 -2.1310 1.8986 0.2 0.2 -0.2
Br 2.9850 -4.3179 -4.3965 0.0 0.0 0.0
C 2.6827 -2.5880 -3.6881 0.0 0.1 0.0
C 3.4580 -1.5235 -4.1347 -0.1 -0.2 0.0
C 3.2391 -0.2582 -3.6149 -0.1 0.0 -0.1
C 2.2374 -0.0602 -2.6814 -0.1 0.1 0.2
C 1.4790 -1.1338 -2.2313 0.0 -0.2 -0.1
C 1.7027 -2.4146 -2.7285 0.0 0.1 0.0
C 0.4997 -0.9400 -1.1326 0.2 0.0 0.1
O -0.1450 -1.9234 -0.6467 0.0 0.1 -0.1
O 0.3668 0.1966 -0.5989 -0.1 0.1 0.0
H 4.2241 -1.6892 -4.8790 0.0 0.0 0.0
H 3.8504 0.5700 -3.9475 0.0 0.0 0.0
H 2.0438 0.9215 -2.2695 0.0 0.0 0.0
H 1.1172 -3.2418 -2.3527 0.0 0.0 0.0
C 8.4363 -1.3815 -2.4737 0.0 0.0 0.0
C 7.1850 -2.1374 -2.0266 0.0 0.0 0.0
C 6.5490 -2.7855 -3.2612 0.0 0.0 0.0
C 7.6207 -3.2385 -1.0473 0.0 0.0 0.0
C 6.1716 -1.2267 -1.3293 0.0 0.0 0.0
C 6.4017 0.1342 -1.1432 0.0 0.0 0.0
C 5.5272 0.9597 -0.4290 0.0 0.0 0.0
C 4.4057 0.3682 0.0859 0.0 0.0 0.0
O 3.4162 0.9246 0.8763 0.0 0.0 0.0
B 2.5639 -0.1267 1.1268 -0.1 0.0 -0.1
O 2.9602 -1.3105 0.5190 0.1 0.0 0.0
C 4.1410 -0.9766 -0.1220 0.0 0.0 0.0
C 4.9917 -1.7924 -0.8188 0.0 0.0 0.0
H 9.1256 -2.0807 -2.9495 0.0 0.0 0.0
H 8.9566 -0.9229 -1.6308 0.0 0.0 0.0
H 8.2007 -0.6031 -3.2018 0.0 0.0 0.0
H 7.2513 -3.4847 -3.7199 0.0 0.0 0.0
H 6.2907 -2.0278 -4.0029 0.0 0.0 0.0
H 5.6418 -3.3371 -3.0109 0.0 0.0 0.0
H 8.3606 -3.8875 -1.5205 0.0 0.0 0.0
H 6.7808 -3.8615 -0.7395 0.0 0.0 0.0
H 8.0673 -2.8050 -0.1508 0.0 0.0 0.0
H 7.3015 0.5824 -1.5384 0.0 0.0 0.0
H 5.7356 2.0092 -0.2745 0.0 0.0 0.0
H 4.7553 -2.8402 -0.9514 0.0 0.0 0.0
C 1.9023 -2.1122 3.5856 0.1 0.0 -0.1
O 0.7221 -1.9818 2.7701 -0.3 0.1 0.1
C 0.5053 -0.9661 1.9951 0.1 -0.2 -0.3
O 1.5108 -0.0483 1.9942 0.0 0.1 0.2
H 1.6160 -2.7734 4.3963 0.0 0.0 0.0
H 2.2257 -1.1487 3.9713 0.0 0.0 0.0
H 2.6885 -2.5670 2.9868 0.0 0.0 0.0
```
Forces are in eV/Å.